1.
The following is a DFT calculation (wB97M-V/def2-TZVPD) of a molecular structure, C30H44BrClHgN2P2 in a non-equilibrium geometry.

Structure (XYZ):
```
81
Properties=species:S:1:pos:R:3:forces:R:3
N -5.697269 -1.692122 4.181676 0.17 0.04 0.50
C -4.827142 -0.849642 4.754620 0.16 0.07 -0.77
C -4.325609 0.276392 4.087944 -0.53 -0.06 -0.18
C -4.860645 0.594758 2.803416 -0.37 -0.29 0.01
C -5.779458 -0.324700 2.219773 0.28 0.16 0.56
C -6.145739 -1.449266 2.958378 -0.11 0.55 -0.40
C -4.445203 1.772410 2.058466 0.32 -0.13 0.41
Hg -0.110423 0.747889 -2.118062 -0.02 -0.22 0.02
P 3.764397 0.412877 -1.882844 1.51 0.17 0.22
C -4.974519 2.115205 0.812668 -0.34 0.82 -0.60
C -4.113319 2.653372 -0.208427 -0.05 -0.08 0.96
C -4.176345 2.197382 -1.571265 0.96 -0.34 -0.29
C -2.953053 1.812195 -2.159800 -1.99 0.52 0.57
C -1.812399 1.825167 -1.357921 1.59 0.32 -1.45
C -1.695193 2.799178 -0.371474 -1.38 1.19 1.14
C -2.886802 3.275972 0.199559 1.68 -0.48 0.02
Br 1.410402 1.287321 -4.142984 -0.47 -0.10 0.82
H -3.588754 2.328131 2.502923 -0.46 -0.44 -0.66
H -6.023736 1.870881 0.572903 0.82 -0.45 -0.11
H -3.570026 0.888924 4.585010 -0.29 0.02 -0.29
H -6.192698 -0.176818 1.220131 0.17 -0.04 0.38
H -4.500464 -1.120466 5.760424 -0.03 0.19 -0.29
H -6.867335 -2.153264 2.548386 0.19 0.01 0.08
H -5.122721 2.068615 -2.091814 0.10 -0.12 0.22
H -2.876041 4.017470 1.015940 -0.05 -0.57 -0.38
H -2.882297 1.545473 -3.214657 -0.30 -0.42 0.39
H -0.713386 3.201496 -0.081381 -0.59 -0.36 0.09
P -0.677961 -1.728867 -0.660649 0.08 -1.60 -0.45
C 3.953937 2.158462 -1.078545 -0.90 -0.41 -0.28
C 4.752367 3.246787 -1.782184 0.22 0.40 -0.50
H 4.375592 1.978540 -0.078859 -0.12 -0.46 -0.32
H 2.904547 2.486197 -0.925351 0.52 -0.18 -0.08
H 5.034579 4.027856 -1.044562 -0.19 -0.53 -0.40
H 5.671948 2.844191 -2.224787 -0.14 0.22 0.16
H 4.171734 3.743236 -2.578939 0.25 -0.32 0.31
C 4.280454 -0.228826 -3.547700 -1.00 -0.41 -0.69
C 5.199107 0.627502 -4.412792 0.64 0.36 -0.42
H 3.327067 -0.316806 -4.125202 0.74 -0.14 0.68
H 4.663608 -1.275151 -3.374258 -0.28 1.17 0.01
H 5.045790 0.314471 -5.471232 0.27 0.26 0.74
H 4.923653 1.698248 -4.341697 0.22 -0.57 -0.14
H 6.278660 0.503978 -4.155627 -0.86 0.19 -0.16
C 4.795337 -0.707811 -0.886610 -0.88 -0.81 0.90
C 6.297731 -0.447323 -0.921674 0.59 0.17 -0.16
H 4.569916 -1.718178 -1.285722 0.13 0.46 0.29
H 4.433283 -0.699574 0.152602 0.12 0.02 -0.19
H 6.824352 -1.205083 -0.318674 -0.31 0.15 -0.30
H 6.694297 -0.493230 -1.948289 -0.09 0.04 0.39
H 6.569340 0.517406 -0.477438 -0.15 -0.07 -0.20
C 0.331139 -2.932493 0.385137 -0.21 0.46 0.37
C 1.648493 -3.400211 -0.231975 -0.02 0.03 -0.05
H -0.286322 -3.819938 0.596251 -0.01 0.35 -0.18
H 0.510986 -2.449777 1.360492 -0.05 -0.12 -0.36
H 2.210367 -3.990005 0.499245 -0.06 0.14 -0.06
H 1.478724 -4.059677 -1.088126 0.06 0.22 0.02
H 2.275757 -2.555036 -0.542962 -0.07 -0.12 -0.03
C -1.098629 -2.913342 -2.051284 0.18 0.11 0.04
C -2.010306 -2.275055 -3.101918 -0.05 -0.11 -0.11
H -1.544397 -3.841433 -1.648837 0.13 0.42 -0.02
H -0.147185 -3.211793 -2.522081 -0.25 0.18 0.17
H -2.009601 -2.860260 -4.031293 -0.06 0.17 0.26
H -3.047938 -2.197197 -2.755205 0.21 0.02 -0.06
H -1.663481 -1.263038 -3.355497 -0.06 -0.12 -0.07
C -2.335135 -1.627610 0.213417 -0.12 0.54 -0.02
C -2.434207 -2.098644 1.672297 0.07 -0.03 0.24
H -3.089384 -2.154332 -0.397472 0.47 0.15 0.07
H -2.596773 -0.556588 0.176024 -0.12 -0.26 -0.03
H -3.487829 -2.272278 1.948480 0.38 0.07 -0.17
H -1.889540 -3.035071 1.854944 -0.24 0.29 -0.03
H -2.049084 -1.334096 2.362563 0.04 -0.26 -0.17
Cl -0.539223 2.857158 4.302413 -0.21 0.29 0.21
C 0.425930 1.698911 3.490427 0.70 -0.53 -0.29
C 1.596482 1.192211 4.077996 0.02 -0.50 -0.81
C 2.324753 0.228752 3.351506 -0.68 0.41 -0.32
C 1.837713 -0.131585 2.082839 0.42 -0.27 0.29
N 0.715080 0.345413 1.538829 0.15 0.49 0.02
C 0.031059 1.271429 2.218729 0.41 -0.34 0.48
H 1.938718 1.542422 5.044875 -0.15 -0.05 -0.03
H 3.236257 -0.244542 3.732535 -0.41 0.37 -0.06
H 2.402294 -0.858255 1.470804 -0.41 0.31 0.39
H -0.858267 1.695091 1.753473 0.14 -0.21 0.15
```
Forces are in eV/Å.

The HOMO-LUMO gap (alpha / beta) comes out at 5.365 / 5.787 eV. For the molar mass, the calculation gives 810.59 u. As for the energy above the lowest of the compared OMol25 structures with the same formula, charge and spin: 0.0 kJ/mol. The spin multiplicity is 1. Its HOMO energy (alpha / beta) is -13.62 / -13.67 eV. The charge is +2.

Here are the Mulliken charges for atoms 1 to 5, given in e: number 1, N, carries -0.49; number 2, C, carries -0.41; number 3, C, carries -0.40; number 4, C, carries 0.74; number 5, C, carries -0.29

***

2.
The following is a DFT calculation (wB97M-V/def2-TZVPD) of a molecular structure, C30H44BrN3P2Pt in a non-equilibrium geometry.

Structure (XYZ):
```
81
Properties=species:S:1:pos:R:3:forces:R:3
C -2.791266 -2.787431 -3.608593 1.07 0.00 0.18
C -1.762503 -2.875404 -2.643234 -0.40 -0.77 -0.60
C -0.571348 -3.552455 -2.999654 -0.94 0.62 -0.33
C -0.364298 -3.873949 -4.350568 1.24 -0.54 -0.52
N -1.295292 -3.622207 -5.267342 -0.78 0.77 3.67
C -2.492278 -3.145378 -4.931424 -0.79 0.15 -1.37
C -1.954044 -2.380310 -1.305952 0.16 0.51 2.20
C -1.965202 -1.977746 -0.141162 0.32 -0.95 -2.87
C -1.865217 -1.852176 1.263690 -0.05 0.11 1.73
C -1.380562 -0.698958 2.021195 -1.77 -0.46 0.75
C -1.273755 -0.780472 3.449209 0.50 -0.37 -2.04
C -1.350873 -2.025769 3.993042 0.86 -0.70 2.15
C -1.954121 -3.116246 3.352533 0.55 0.79 -0.08
C -2.227252 -2.997161 1.991466 -0.18 0.04 -0.34
Pt -0.103892 0.816505 1.175103 1.69 0.59 -0.81
P 0.167659 1.030100 -1.112557 -0.41 -1.03 -2.52
H 0.140459 -3.823983 -2.221858 0.16 0.09 -0.53
H -3.789029 -2.455155 -3.318500 0.27 0.03 -0.47
H 0.597214 -4.299782 -4.658045 -0.38 -0.06 -0.10
H -3.238773 -2.990504 -5.719282 0.23 -0.24 0.13
H -2.710143 -3.830161 1.475372 0.31 0.22 0.09
H -1.819705 0.317662 1.943132 -0.63 -1.05 -0.42
H -2.139374 -4.038549 3.884180 0.02 -0.06 0.04
H -1.059570 0.132630 3.995649 0.13 -0.35 0.20
C 0.959916 2.649108 -1.409485 -0.10 0.27 0.54
C 1.479117 2.966464 -2.810094 0.06 0.10 -0.41
H 1.789741 2.724874 -0.689863 -0.20 0.03 -0.09
H 0.221374 3.404026 -1.095764 0.10 -0.09 -0.08
H 1.889670 3.985636 -2.809002 -0.08 -0.30 0.01
H 2.282369 2.284518 -3.116275 -0.20 0.19 0.10
H 0.678813 2.940441 -3.558604 0.22 -0.04 0.15
C 1.095753 -0.289292 -1.993227 0.45 -0.08 0.31
C 0.997498 -0.381187 -3.522586 0.00 0.06 -0.27
H 0.725272 -1.222464 -1.544563 0.13 0.11 0.02
H 2.149459 -0.197834 -1.702406 -0.24 -0.05 -0.07
H 1.796052 -1.041552 -3.891956 -0.20 0.21 0.13
H 0.045649 -0.821622 -3.849904 0.15 0.28 0.12
H 1.127202 0.589843 -4.016769 -0.07 -0.35 0.12
C -1.465355 0.895164 -1.937748 -0.50 0.24 0.36
C -1.819205 1.622828 -3.222365 0.01 0.00 -0.40
H -2.185015 1.258410 -1.208104 0.17 -0.11 -0.28
H -1.668868 -0.182246 -1.993721 0.28 0.39 -0.16
H -2.883508 1.438427 -3.432320 0.32 0.10 -0.04
H -1.694780 2.705841 -3.111819 0.05 -0.20 -0.19
H -1.239327 1.255224 -4.071901 -0.09 0.28 0.03
Br -0.339522 -2.176749 5.622965 -0.90 -0.30 -0.38
P 1.986742 -0.000849 1.633560 1.13 -0.56 1.09
C 3.381442 0.396615 0.490827 -0.48 0.22 -0.50
C 4.698033 0.836970 1.124513 0.32 0.07 0.14
H 3.015791 1.170662 -0.202149 0.26 -0.15 0.24
H 3.550543 -0.500662 -0.124650 -0.15 0.18 0.21
H 5.356408 1.190639 0.319180 -0.14 -0.06 0.27
H 4.554020 1.666364 1.829671 0.16 -0.25 -0.16
H 5.217906 0.004275 1.622492 -0.27 0.38 -0.08
C 2.223166 0.827160 3.252377 0.16 0.10 0.12
C 3.199195 0.223325 4.259463 0.25 0.13 0.42
H 1.218023 0.884820 3.708472 0.35 -0.02 -0.15
H 2.515605 1.860961 3.003662 -0.11 -0.18 0.11
H 3.162370 0.842555 5.165876 0.07 -0.19 -0.19
H 2.918161 -0.794737 4.561695 0.10 0.26 -0.19
H 4.237738 0.241434 3.902023 -0.35 -0.10 0.09
C 2.163828 -1.818314 1.858738 -0.69 0.02 -0.04
C 3.598214 -2.327284 2.057447 0.20 0.00 0.13
H 1.721892 -2.282055 0.962720 0.06 0.08 0.14
H 1.508671 -2.102195 2.697706 0.19 0.06 -0.11
H 3.569797 -3.403236 2.271844 -0.03 0.26 -0.09
H 4.208522 -2.191323 1.153771 -0.15 -0.03 0.32
H 4.095626 -1.843419 2.909047 -0.14 -0.18 -0.37
N -0.965701 3.784174 1.673609 -1.34 0.19 -0.27
C -2.117020 3.225383 1.284066 1.48 0.37 0.38
C -3.335449 3.932642 1.335643 -0.98 0.51 0.04
C -4.495322 3.246921 0.992240 -0.48 0.26 -0.05
C -4.444491 1.888593 0.662735 -0.71 0.73 0.04
C -3.205594 1.280139 0.633705 2.64 0.88 0.30
N -2.036896 1.951262 0.881242 -2.10 -1.39 0.40
H -0.098722 3.269524 1.662583 0.32 -0.32 0.02
H -0.944996 4.719683 2.038797 0.02 0.54 0.14
H -3.320133 4.979755 1.662426 -0.26 -0.40 -0.21
H -5.458282 3.750990 0.976021 0.17 0.06 0.15
H -5.320316 1.281001 0.422825 0.10 0.44 0.13
H -3.097911 0.227268 0.414933 -0.10 0.04 -0.11
```
Forces are in eV/Å.

The HOMO-LUMO gap (alpha / beta) comes out at 5.791 / 3.878 eV. For the molar mass, the calculation gives 783.63 u. As for the energy above the lowest of the compared OMol25 structures with the same formula, charge and spin: 0.0 kJ/mol. The spin multiplicity is 5. Its HOMO energy (alpha / beta) is -17.47 / -18.98 eV. Its expectation value of S² is 6.072. The charge is +4.

Here are the Mulliken charges for atoms 1 to 5, given in e: number 1, C, carries -0.17; number 2, C, carries 0.73; number 3, C, carries -0.13; number 4, C, carries -0.48; number 5, N, carries 0.09

***

3.
The following is a DFT calculation (wB97M-V/def2-TZVPD) of a molecular structure, C30H44CaClN5O7S2Si.

Structure (XYZ):
```
91
Properties=species:S:1:pos:R:3:forces:R:3
Ca -0.460137 0.039891 -0.912731 -0.51 -0.34 -0.17
C -3.952402 -3.685455 -0.772976 0.02 -0.03 -0.03
C -3.231058 -2.515405 -1.435938 -0.01 -0.02 -0.01
C -2.834018 -2.872545 -2.862513 0.02 0.11 0.00
C -4.125455 -1.288759 -1.425319 -0.02 0.03 0.08
O -2.019396 -2.164815 -0.714753 0.09 0.10 0.00
Si -1.055011 -3.097387 0.269023 0.01 0.00 0.09
S 0.561463 -1.952192 0.788410 0.05 0.07 -0.01
O -0.729851 -4.539918 -0.491233 0.02 0.04 0.00
C 0.370277 -4.975480 -1.290268 0.00 0.00 -0.03
C -0.141921 -6.190811 -2.057726 -0.01 0.01 0.00
C 0.828184 -3.894519 -2.266763 0.01 0.00 0.01
C 1.522189 -5.379017 -0.374556 -0.01 -0.01 0.00
O -2.043492 -3.542822 1.516315 0.02 0.03 -0.01
C -1.876255 -4.518474 2.535496 -0.01 -0.03 0.00
C -2.381630 -5.862004 2.011225 0.00 0.01 0.01
C -0.420200 -4.633314 2.978766 0.00 0.00 -0.01
C -2.737493 -4.050637 3.704394 0.00 0.02 -0.01
H -4.881318 -3.871428 -1.316959 0.01 -0.02 -0.01
H -4.188305 -3.453769 0.264651 -0.02 0.00 -0.02
H -3.346361 -4.593524 -0.796006 0.00 0.01 0.01
H -3.727892 -3.047300 -3.465796 0.00 -0.01 0.00
H -2.223086 -3.776863 -2.871237 0.00 -0.01 0.00
H -2.278450 -2.042285 -3.303531 0.00 0.00 0.00
H -5.053874 -1.506890 -1.958970 -0.01 -0.01 0.01
H -3.659240 -0.436207 -1.912278 0.02 0.04 -0.04
H -4.371602 -1.011888 -0.397865 0.01 -0.02 0.01
H -0.952092 -5.900299 -2.729098 0.00 0.00 0.01
H -0.524632 -6.936424 -1.357770 0.01 0.00 0.00
H 0.659383 -6.639767 -2.649015 0.00 0.00 0.00
H -0.009321 -3.536885 -2.866548 0.00 0.00 -0.01
H 1.588037 -4.299843 -2.939289 0.00 0.00 0.00
H 1.258453 -3.053143 -1.723647 -0.01 0.00 -0.01
H 1.202219 -6.178383 0.298538 0.00 0.00 0.00
H 1.842454 -4.521392 0.218164 0.00 0.00 0.00
H 2.369373 -5.739361 -0.963416 0.00 0.01 0.01
H -1.810578 -6.149389 1.128001 -0.01 0.00 0.01
H -3.434187 -5.781073 1.731610 0.01 0.00 0.00
H -2.278866 -6.637489 2.775064 0.00 0.00 0.00
H 0.196623 -5.054838 2.183493 0.00 0.02 0.00
H -0.348317 -5.282542 3.855250 0.00 -0.01 -0.01
H -0.020552 -3.649998 3.225137 0.00 0.00 0.02
H -3.764439 -3.898556 3.367695 0.00 -0.01 0.00
H -2.357477 -3.102946 4.088479 -0.01 0.00 0.00
H -2.733402 -4.788371 4.510374 0.00 0.00 0.00
C 0.847977 2.205863 1.420113 -0.01 0.00 -0.03
C 1.384101 2.495954 0.062095 0.15 -0.07 0.12
N 1.342073 1.661621 -0.951635 -0.01 -0.13 -0.10
C 1.977967 2.285196 -2.001450 -0.01 0.14 0.01
C 2.404103 3.510887 -1.609859 -0.06 0.01 0.00
N 2.005510 3.644165 -0.293889 0.08 -0.06 0.06
C 2.134956 4.814301 0.531721 -0.07 0.02 0.00
N 1.340373 5.902042 -0.009978 -0.02 0.05 -0.02
N 1.837751 7.153054 -0.005627 -0.01 -0.01 0.07
N 0.944853 7.974418 -0.419668 -0.01 -0.01 0.00
C -0.192709 7.257111 -0.720290 0.01 -0.01 0.00
C -1.424433 7.678102 -1.234700 -0.01 0.00 -0.01
C -2.360380 6.705064 -1.492275 0.01 0.02 0.00
C -2.088158 5.337311 -1.267844 -0.02 -0.01 -0.01
C -0.890007 4.908450 -0.751159 0.01 0.01 -0.03
C 0.050851 5.907748 -0.463517 0.01 -0.01 -0.04
H 0.700063 1.128703 1.512168 -0.03 0.00 0.01
H -0.100450 2.718872 1.600693 0.00 0.02 0.01
H 1.572710 2.483484 2.187551 -0.01 0.03 -0.02
H 2.056914 1.823431 -2.970210 -0.03 0.01 0.00
H 2.905125 4.307229 -2.131132 0.02 -0.01 0.01
H 3.164120 5.157063 0.602119 0.02 -0.02 -0.03
H 1.793254 4.552287 1.531346 0.05 0.04 0.02
H -1.610242 8.725309 -1.435518 0.00 0.00 0.00
H -3.320243 6.982481 -1.910128 0.00 0.00 0.00
H -2.814082 4.587774 -1.553469 0.01 -0.01 0.01
H -0.699540 3.847994 -0.664033 -0.02 0.00 0.02
Cl 5.460985 6.558318 3.512445 0.00 -0.02 0.00
C 5.042606 4.982518 2.844335 -0.04 0.00 0.01
C 5.464481 4.620233 1.562963 0.01 0.00 -0.01
C 5.148282 3.390658 1.038369 0.02 -0.02 0.00
C 4.401441 2.386559 1.771573 0.04 0.02 0.01
C 4.093518 1.156042 1.248422 -0.05 0.16 -0.01
C 4.000684 2.822501 3.093884 -0.05 -0.01 -0.04
C 4.309554 4.066642 3.596218 0.03 0.03 0.00
H 6.038657 5.327360 0.972705 -0.01 0.00 0.00
H 5.482710 3.144826 0.035018 0.00 0.00 0.01
H 3.509449 0.433876 1.806527 0.01 0.00 -0.01
H 4.328733 0.932145 0.214831 0.05 -0.08 0.03
H 3.442189 2.128944 3.715633 0.02 0.00 0.01
H 3.985045 4.338417 4.595307 0.00 0.00 0.00
O -3.396492 1.499826 -3.204329 -0.02 -0.05 0.05
S -2.048292 1.634350 -2.675543 0.12 -0.01 0.00
O -1.225723 0.390024 -3.000891 0.05 0.04 0.02
O -2.073439 1.617289 -1.146513 0.12 0.05 0.01
O -1.353191 2.828075 -3.136262 -0.02 -0.03 -0.01
```
Forces are in eV/Å.

The HOMO-LUMO gap comes out at 4.517 eV. For the molar mass, the calculation gives 754.46 u. The spin multiplicity is 1. Its HOMO energy is -0.67 eV. The charge is -2.

Here are the natural (NBO) charges for atoms 1 to 5, given in e: number 1, Ca, carries 1.81; number 2, C, carries -0.64; number 3, C, carries 0.28; number 4, C, carries -0.64; number 5, C, carries -0.63

***

Number 1: E_tot -5148.6858 Ha. Number 2: E_tot -4708.1343 Ha. Number 3: E_tot -4194.1310 Ha.